# 1
The following is a DFT calculation (ωB97M-V/def2-TZVPD) of C4H11NO3 as an isolated structure.

Last column: Löwdin charge in e.
Cartesian coordinates (Å):
O  1.65  -0.08  2.27  -0.035
C  0.48  0.48  2.00  -0.323
N  -0.53  -0.44  1.45  0.083
C  -0.32  -0.71  0.04  -0.117
C  -1.42  -0.06  -0.84  -0.494
C  -1.01  0.10  -2.32  -0.031
O  -1.65  1.15  -0.33  0.023
H  -0.04  0.97  2.83  0.147
H  0.65  1.27  1.23  0.193
H  0.60  -0.22  -0.27  0.076
H  -0.21  -1.79  -0.11  0.156
H  -2.33  -0.73  -0.79  0.181
H  -1.77  0.63  -2.89  0.083
H  -0.10  0.69  -2.30  0.088
H  -0.76  -0.84  -2.81  0.082
H  -1.43  0.03  1.50  0.119
H  3.43  0.03  -0.03  -0.004
H  2.24  -0.19  1.27  0.004
O  2.53  -0.29  0.07  -0.230

DFT total energy   -11951.27049 eV
HOMO energy   -9.116 eV
Orbital gap   4.29 eV
ΔE to the lowest compared entry with this formula, charge and spin   203.8 kcal per mole

***

# 2
The following is a DFT calculation (ωB97M-V/def2-TZVPD) of C4H6ClNOS in the gas phase.

Last column: Löwdin charge in e.
Cartesian coordinates (Å):
C  -1.78  -1.07  -0.29  -0.643
C  0.13  0.52  0.13  -0.367
C  -0.48  1.70  0.10  0.075
C  1.63  0.44  0.21  -0.500
H  0.77  -2.11  -0.10  0.090
H  -1.89  -2.16  -0.17  0.084
H  0.10  2.60  0.07  0.068
H  -1.56  1.82  0.09  0.015
H  1.97  -0.10  1.13  0.096
H  2.06  1.42  0.22  0.070
N  -0.53  -0.73  0.09  -0.190
O  0.21  -1.78  0.64  -0.022
S  -2.97  -0.13  -0.91  0.645
Cl  2.34  -0.43  -1.20  0.580

Structure (SMILES)   C=C(CCl)N(O)C=S
DFT total energy   -31138.19440 eV
HOMO energy   -8.612 eV
Orbital gap   8.86 eV
ΔE to the lowest compared entry with this formula, charge and spin   63.3 kcal per mole

***

# 3
The following is a DFT calculation (ωB97M-V/def2-TZVPD) of H3NO7PS3 as an isolated structure.

Last column: Löwdin charge in e.
Cartesian coordinates (Å):
O  1.39  -0.89  1.13  -0.331
P  1.62  -0.22  -0.14  0.310
O  1.94  -1.22  -1.30  -0.124
O  2.82  0.79  0.04  -0.135
S  -0.07  1.03  -0.66  0.350
O  0.40  1.81  -1.74  -0.347
O  -0.26  1.77  0.54  -0.347
N  -1.25  0.11  -1.17  -0.361
S  -2.45  -0.16  -0.11  0.154
O  -3.35  -1.03  -0.77  -0.394
O  -3.07  1.01  0.38  -0.354
S  -1.76  -1.35  1.46  0.546
H  2.22  -2.05  -0.84  0.101
H  2.97  0.81  1.00  0.097
H  -1.15  -0.40  2.18  -0.165

Total charge   -1
DFT total energy   -57669.03662 eV
HOMO energy   -5.848 eV
Orbital gap   8.75 eV

***

# 4
The following is a DFT calculation (ωB97M-V/def2-TZVPD) of C4H2N2O in the gas phase.

Last column: Löwdin charge in e.
Cartesian coordinates (Å):
C  1.83  0.00  0.02  -0.178
C  0.40  0.02  0.03  -0.182
C  -0.58  1.09  -0.03  -0.076
C  -0.44  -1.07  0.03  -0.068
H  -0.40  2.19  0.05  0.138
H  -0.28  -2.16  -0.01  0.155
N  2.98  -0.01  -0.04  0.156
N  -1.81  0.65  0.00  0.076
O  -1.70  -0.71  -0.04  -0.022

Structure (SMILES)   N#Cc1cnoc1
DFT total energy   -9205.82774 eV
HOMO energy   -10.599 eV
Orbital gap   11.11 eV
ΔE to the lowest compared entry with this formula, charge and spin   21.0 kcal per mole

***

# 5
The following is a DFT calculation (ωB97M-V/def2-TZVPD) of C5H6FNO as an isolated structure.

Last column: Löwdin charge in e.
Cartesian coordinates (Å):
C  0.39  -1.20  -0.67  -0.187
C  -0.70  -0.82  0.31  -0.194
C  0.07  0.28  -1.11  -0.151
C  0.59  1.01  0.13  -0.193
C  -0.04  0.22  1.17  -0.228
H  0.27  -1.96  -1.43  0.159
H  -1.32  -1.58  0.80  0.163
H  0.06  0.81  -2.06  0.158
H  1.61  1.47  0.24  0.163
H  -1.31  1.57  0.45  0.073
H  0.48  0.00  2.09  0.150
N  -0.48  1.62  1.00  0.114
O  -1.28  -0.02  -0.73  -0.047
F  1.65  -1.41  -0.21  0.021

DFT total energy   -11534.13143 eV
HOMO energy   -10.026 eV
Orbital gap   11.05 eV
ΔE to the lowest compared entry with this formula, charge and spin   92.8 kcal per mole

***

# 6
The following is a DFT calculation (ωB97M-V/def2-TZVPD) of a 2-piece molecular cluster, C4H11NO3S overall.

Last column: Löwdin charge in e.
Cartesian coordinates (Å):
C  -1.04  1.57  -0.79  -0.109
C  -2.35  -0.48  -0.48  -0.060
C  -0.19  -0.05  0.96  -0.165
C  0.97  -0.91  0.43  -0.499
N  -1.24  0.38  -0.06  -0.289
O  2.47  1.20  -0.61  -0.337
O  3.57  -0.88  -0.27  -0.365
O  0.72  -1.85  -0.47  0.003
S  2.51  0.02  0.16  0.629
H  -1.19  2.50  -0.23  0.088
H  -0.03  1.61  -1.17  0.063
H  -1.67  1.53  -1.64  0.065
H  -3.18  -0.11  0.21  0.104
H  -2.60  -0.23  -1.49  0.066
H  -2.03  -1.45  -0.26  0.056
H  0.16  0.95  1.38  0.124
H  -0.71  -0.43  1.98  0.158
H  1.66  -1.59  1.81  0.208
H  1.45  -2.15  -1.08  0.149
H  2.71  0.38  1.61  0.112

DFT total energy   -22788.78882 eV
HOMO energy   -8.116 eV
Orbital gap   8.08 eV
ΔE to the lowest compared entry with this formula, charge and spin   122.3 kcal per mole